# 1
The following is a DFT calculation (the ωB97M-V functional and the def2-TZVPD basis) of a structure of composition C27H45MoNO2P2 at a distorted geometry.

Geometry as XYZ:
```
78
Properties=species:S:1:pos:R:3:forces:R:3:mulliken_charge:R:1
Mo -0.11904 0.94537 1.82011 -0.88 -0.36 -0.80 0.62
C 1.55060 0.39869 3.18419 -0.51 -0.11 -0.16 1.10
C 1.08110 1.69720 3.54721 0.11 -0.28 0.69 0.22
C -0.67950 0.17361 3.79975 1.14 0.23 0.85 0.94
C 0.46756 -0.56156 3.29717 0.43 1.38 1.15 0.51
C -0.27248 1.54093 3.97456 0.32 -0.54 0.04 0.48
C 2.92923 0.10684 2.76622 0.71 -0.05 -0.13 -2.05
H 3.35086 0.94934 2.19858 -0.02 -0.32 0.16 0.54
H 2.99199 -0.80125 2.16371 0.04 0.05 0.15 0.49
H 3.54497 -0.03522 3.66092 0.08 -0.05 -0.12 0.37
C 0.58828 -2.00568 3.01221 -0.22 -0.45 -0.20 -1.14
H 0.88042 -2.16714 1.96734 0.01 -0.13 0.05 0.12
H -0.37779 -2.50311 3.15718 0.24 -0.03 -0.09 0.23
H 1.35184 -2.47739 3.64780 -0.16 0.23 -0.09 0.40
C -2.02781 -0.33793 4.13826 -0.65 -0.15 -0.28 -1.35
H -2.16899 -0.50863 5.21744 0.27 0.11 -0.29 0.30
H -2.23030 -1.28171 3.62276 -0.03 0.03 0.06 0.22
H -2.78096 0.40543 3.83191 0.07 -0.27 0.13 0.36
C -1.06111 2.65246 4.53477 -0.39 0.49 0.12 -1.53
H -0.87620 2.78578 5.60998 0.02 -0.19 -0.20 0.31
H -2.12945 2.49715 4.40484 -0.08 0.08 0.03 0.37
H -0.76435 3.58728 4.05406 -0.19 0.03 0.07 0.33
C 1.89878 2.95274 3.69496 -0.12 0.04 0.05 -1.59
H 2.16141 3.11949 4.75773 -0.14 -0.14 -0.46 0.31
H 1.35462 3.84446 3.35155 0.13 -0.27 0.12 0.36
H 2.82693 2.88263 3.12910 -0.01 0.04 0.05 0.39
C 1.50567 -2.32338 -1.62112 3.04 -1.62 -0.94 -0.69
C 2.73053 -2.02715 -1.10425 -1.81 0.36 -0.04 -0.72
C 3.09640 -0.56621 -0.83871 -0.12 -0.56 0.66 -0.04
C 2.55535 0.49334 -1.82006 2.27 0.32 -0.56 -1.51
C 1.24768 1.23531 -1.57727 -1.38 -0.44 -1.50 -0.24
C -0.11324 0.69597 -1.06802 0.08 1.59 2.04 1.06
C -0.41817 -0.80628 -1.11990 -1.47 -0.24 -0.18 0.41
C 0.41019 -1.50576 -2.18605 -1.36 0.02 -0.44 0.95
H 4.19403 -0.50602 -0.79873 -0.37 0.29 0.11 0.65
H 2.73672 0.20135 -2.90686 -0.54 -0.34 1.36 0.21
H 2.67805 -0.30648 0.16155 0.57 -0.02 -0.46 -0.65
H 0.61660 -0.76153 -2.98540 0.54 -0.73 0.60 -1.66
H 1.42876 -3.37581 -1.92686 -0.42 0.23 0.65 0.46
H 3.40218 -2.86758 -0.74793 -0.79 1.31 -0.64 0.37
H -0.28742 -2.20795 -2.67330 0.21 0.12 0.24 1.02
H -0.32692 -1.30157 -0.12123 0.33 0.42 -0.53 -0.26
H -0.52988 0.88473 0.01191 1.14 0.43 -0.22 -0.83
H -1.49902 -1.04294 -1.25360 0.46 0.35 -0.29 0.38
H 3.24425 1.36908 -1.79035 0.02 -0.67 0.25 0.67
H 1.45051 2.22466 -1.09569 -0.29 -0.55 -0.99 0.35
P 0.75766 1.32383 -3.67698 -0.42 1.25 -0.10 0.82
C 0.73415 0.09371 -5.07817 0.43 -0.37 0.83 -1.24
C 1.52349 2.72476 -4.55909 -0.04 -0.20 0.88 -1.14
P -1.27383 2.12035 -1.66628 0.26 -1.45 -3.50 0.89
C -0.97393 1.70554 -3.45388 -1.13 0.83 0.18 -1.69
C -0.78095 3.90875 -1.62945 0.09 0.07 0.52 -1.08
C -3.06223 1.84806 -1.61541 -0.18 0.51 0.51 -1.13
H -0.20663 -0.48049 -5.05257 0.57 0.07 0.10 0.48
H 1.61955 -0.55613 -4.98149 -0.45 0.03 -0.32 0.35
H 0.78731 0.69129 -5.99739 0.05 -0.21 0.30 0.50
H 1.14152 2.64982 -5.58066 0.26 0.32 0.15 0.51
H 2.61435 2.56833 -4.51984 -0.36 0.40 -0.19 0.37
H 1.20458 3.66098 -4.08183 0.46 -0.12 -0.25 0.38
H -3.38005 2.02225 -2.65537 -0.04 -0.06 0.40 0.48
H -3.55900 2.60128 -0.97593 0.09 -0.66 -0.11 0.45
H -3.28768 0.80329 -1.34031 0.02 0.46 0.05 0.38
H -1.61000 0.84222 -3.71592 0.24 0.30 0.12 0.65
H -1.29954 2.59236 -4.03031 0.13 -0.59 -0.07 0.72
H -1.62731 4.47161 -1.20518 0.39 -0.17 0.13 0.44
H -0.65806 4.28933 -2.66564 -0.02 -0.54 0.57 0.38
H 0.15058 4.10969 -1.05908 -0.70 -0.12 -0.24 0.35
O -1.80484 -3.58533 -1.90968 -0.04 0.37 1.79 -0.69
C -2.06882 -3.83227 -0.70285 0.23 0.08 -1.19 0.11
C -2.89987 -5.05091 -0.33477 0.08 -0.09 -0.38 -0.53
C -2.92651 -5.01553 1.16469 -0.06 0.00 0.34 -0.39
C -2.21049 -3.70043 1.51856 -0.66 -0.84 -0.36 0.01
O -2.17444 -3.31424 2.68335 0.35 0.58 -0.32 -0.76
N -1.70128 -3.09643 0.39457 -0.06 0.13 -0.05 0.10
H -3.89812 -4.93327 -0.77042 0.24 -0.14 -0.11 0.24
H -2.42826 -5.95869 -0.73472 -0.24 0.32 -0.10 0.29
H -3.94831 -5.01169 1.56550 0.40 -0.04 0.16 0.28
H -2.36591 -5.85758 1.58411 -0.21 0.21 0.22 0.24
```
Positions in Å, forces in eV/Å.

Summary:
HOMO level (alpha / beta) = -12.29 / -12.29 eV
ΔE to the lowest compared entry with this formula, charge and spin = 72.45 kcal/mol
HOMO-LUMO gap (alpha / beta) = 0.178 / 0.179 Ha
multiplicity = 3
charge = +2

# 2
The following is a DFT calculation (the ωB97M-V functional and the def2-TZVPD basis) of a structure of composition C27H45N10O4W at a distorted geometry.

Geometry as XYZ:
```
87
Properties=species:S:1:pos:R:3:forces:R:3:nbo_charge:R:1
W -0.41640 1.28392 -0.14876 -0.13 1.63 0.98 1.84
C -3.12628 2.25821 -1.47433 -0.23 -0.24 0.35 -0.24
C -3.44918 1.19265 -0.43153 -0.18 0.06 -0.37 -0.24
N -2.47227 1.30050 0.67812 0.09 -0.28 -0.08 -0.64
C -2.71761 2.46712 1.57605 0.23 0.31 0.21 -0.26
C -1.42156 3.20185 1.91845 -0.24 -0.12 0.19 -0.23
N -0.57164 3.34713 0.70734 0.09 -0.02 0.02 -0.64
C -1.13852 4.34335 -0.26405 -0.09 -0.05 -0.43 -0.25
C -1.17272 3.75923 -1.67570 0.04 0.40 0.12 -0.24
N -1.65572 2.36432 -1.61362 0.10 0.06 -1.06 -0.74
H -3.53527 3.22387 -1.17554 0.09 0.03 -0.02 0.22
H -3.59832 1.99651 -2.42212 0.08 0.06 -0.01 0.24
H -3.33374 0.20213 -0.86763 0.00 0.00 0.08 0.24
H -4.47739 1.29489 -0.07862 0.06 0.01 0.10 0.24
H -2.57366 0.45619 1.24371 0.12 -0.04 -0.02 0.45
H -3.16415 2.13332 2.51343 -0.10 -0.05 -0.10 0.25
H -3.43363 3.13757 1.10213 0.02 -0.05 -0.05 0.22
H -0.85707 2.63103 2.65616 0.04 0.04 -0.05 0.23
H -1.66396 4.17458 2.35325 0.06 0.00 -0.03 0.24
H 0.33594 3.69236 1.00868 0.02 -0.07 0.02 0.42
H -0.55620 5.26405 -0.26975 0.04 -0.05 0.14 0.25
H -2.14455 4.61020 0.05791 0.03 -0.03 0.08 0.22
H -0.17186 3.75553 -2.09992 -0.08 -0.02 -0.03 0.24
H -1.80256 4.37987 -2.31785 -0.04 -0.07 0.03 0.24
H -1.36679 1.86406 -2.48813 -0.10 0.14 0.13 0.48
N -0.66427 0.55947 -3.65866 -0.05 0.14 0.10 -0.85
C 0.43851 -0.20864 -3.07695 -0.28 -0.08 -0.03 -0.13
C 0.76428 -1.48265 -3.88835 -0.02 -0.08 0.30 -0.41
C -0.35936 -2.54733 -3.88296 0.27 0.05 0.11 -0.43
C 0.14659 -3.94703 -3.52199 -0.06 0.05 -0.23 -0.22
N 0.53230 -3.99297 -2.11530 -0.03 0.23 0.06 -0.58
C 0.38367 -5.00432 -1.27691 -0.05 -0.03 0.10 0.68
N 0.00204 -6.21266 -1.68139 0.02 0.02 -0.07 -0.76
N 0.60098 -4.78747 0.02658 0.01 -0.04 -0.03 -0.77
C 0.12466 -0.59741 -1.60416 0.79 -2.20 -1.23 0.70
O 0.95875 -1.30266 -1.00476 -0.14 0.42 -0.19 -0.68
O -1.09404 -0.43262 -1.17332 0.26 0.82 0.34 -0.73
H -1.45584 -0.05699 -3.82254 -0.01 0.07 -0.05 0.38
H -0.38931 0.93693 -4.56056 -0.01 -0.07 0.01 0.39
H 1.32630 0.42329 -3.08594 0.01 -0.01 0.06 0.22
H 1.68884 -1.90999 -3.49460 0.03 0.03 -0.02 0.22
H 0.97507 -1.16887 -4.91125 0.06 -0.01 0.01 0.24
H -0.82069 -2.60930 -4.86752 -0.07 0.01 0.04 0.25
H -1.13774 -2.26997 -3.16493 -0.12 -0.08 -0.06 0.21
H 1.00341 -4.19913 -4.15138 -0.04 -0.08 0.00 0.22
H -0.64629 -4.67237 -3.70893 0.01 0.01 0.03 0.22
H 0.81964 -3.10780 -1.70335 0.04 -0.02 0.02 0.44
H -0.08635 -6.44038 -2.65684 0.04 0.01 0.01 0.43
H -0.10355 -6.96668 -1.02379 -0.02 -0.02 -0.01 0.43
H 0.86894 -3.87184 0.34675 -0.01 -0.01 0.01 0.43
H 0.59083 -5.54274 0.68941 0.05 0.00 0.01 0.43
C 4.15050 3.50632 -2.77301 0.26 0.13 -0.14 -0.28
O 2.77924 3.24023 -2.40816 -0.01 0.18 -0.20 -0.45
C 2.48203 2.34102 -1.51767 -0.24 -0.19 0.20 0.94
O 1.24660 2.20310 -1.28116 0.01 -0.62 0.63 -0.73
N 3.45890 1.62982 -0.94358 -0.47 0.20 -0.23 -0.44
N 3.10334 0.67551 -0.01014 -0.13 -0.50 0.45 -0.64
H 4.09902 4.28802 -3.52287 -0.01 -0.01 0.03 0.25
H 4.61545 2.62206 -3.20996 -0.08 -0.03 -0.01 0.20
H 4.72089 3.86428 -1.91601 -0.08 0.01 0.04 0.21
H 4.42484 1.74422 -1.21525 -0.05 0.09 -0.13 0.42
H 3.71556 0.71529 0.79416 -0.02 0.09 0.06 0.39
H 3.11152 -0.25751 -0.40951 -0.02 0.04 -0.03 0.39
N 0.09887 0.47039 1.41024 0.33 -0.32 0.18 -0.61
C 0.14333 -0.21088 2.50745 -0.18 -0.20 0.21 0.26
C 1.37393 -0.32368 3.30729 0.28 0.27 -0.13 -0.06
C 1.69538 -1.52888 3.93692 -0.07 0.03 -0.09 -0.20
C 2.90682 -1.66992 4.59440 0.02 -0.05 0.03 -0.19
C 3.81075 -0.61760 4.63058 -0.08 0.01 -0.01 -0.16
C 3.48348 0.59711 4.03840 0.02 0.10 -0.02 -0.21
C 2.26918 0.74920 3.39288 -0.12 -0.08 -0.09 -0.20
C -1.07171 -0.92887 2.96629 -0.20 0.07 -0.24 -0.15
C -1.41527 -0.96256 4.31811 0.06 0.10 -0.05 -0.17
C -2.58730 -1.58536 4.72009 -0.02 0.01 0.06 -0.19
C -3.42461 -2.17652 3.78512 0.03 -0.03 0.00 -0.17
C -3.07878 -2.16783 2.43866 -0.01 0.02 -0.08 -0.22
C -1.90938 -1.54722 2.02651 0.23 -0.13 0.08 -0.20
H 1.00169 -2.35836 3.89042 0.01 -0.02 0.04 0.23
H 3.14801 -2.60371 5.08322 0.00 -0.02 -0.02 0.24
H 4.75820 -0.73319 5.13861 0.00 -0.01 0.01 0.24
H 4.17780 1.42539 4.09360 -0.04 0.03 0.06 0.24
H 1.97291 1.70855 2.98419 0.13 -0.01 -0.11 0.20
H -0.77478 -0.48537 5.04868 0.01 -0.03 0.03 0.24
H -2.84429 -1.61481 5.77024 -0.02 0.03 0.00 0.25
H -4.33365 -2.66568 4.10693 -0.02 0.00 0.01 0.25
H -3.71536 -2.66111 1.71554 0.01 -0.02 0.00 0.23
H -1.57540 -1.60380 0.99470 -0.15 0.08 -0.04 0.22
```
Positions in Å, forces in eV/Å.

Summary:
HOMO level (alpha / beta) = -14.83 / -16.20 eV
HOMO-LUMO gap (alpha / beta) = 0.272 / 0.286 Ha
multiplicity = 3
charge = +3

# 3
The following is a DFT calculation (the ωB97M-V functional and the def2-TZVPD basis) of a structure of composition C27H46AlBr4FN4O12 at a distorted geometry.

Geometry as XYZ:
```
95
Properties=species:S:1:pos:R:3:forces:R:3:mulliken_charge:R:1
C -0.87215 -1.76377 0.03834 0.51 -0.24 -0.90 0.19
C 0.60254 -1.82891 -0.37333 -0.17 -0.45 0.45 0.45
N 1.39938 -2.65214 0.16931 -0.12 0.11 -0.24 -0.55
C 1.18889 -0.94839 -1.47550 0.10 -0.80 0.08 0.14
N 1.26061 0.47357 -1.07482 -1.03 0.11 -0.47 0.12
Br 1.71895 0.68249 0.72498 0.75 0.33 0.71 0.30
C 0.12102 1.25953 -1.36066 -0.29 0.36 -1.11 0.45
O -0.83062 1.42915 -0.53940 0.68 1.06 1.33 -0.55
O 0.09074 1.84742 -2.49013 2.22 -0.32 2.03 0.04
H -1.01327 -2.25087 1.00708 0.38 0.52 -0.57 -0.74
H -1.42323 -2.38212 -0.68953 0.03 0.30 0.08 0.10
H -1.28797 -0.75295 0.01994 0.07 -0.23 0.16 0.14
H 0.91632 -3.18817 0.89433 0.20 -0.06 0.09 0.23
H 0.63876 -1.11742 -2.41278 -0.02 0.69 0.13 0.42
H 2.21245 -1.28133 -1.67505 -0.23 0.01 0.18 -0.23
H 1.08186 1.68652 -2.92048 -1.16 0.11 -1.21 0.15
Al -0.24750 2.43997 1.11563 -0.33 -1.05 -0.50 0.13
C -3.61249 -0.30288 -3.54736 -0.07 -0.20 -0.03 -0.80
N -2.35256 0.41163 -3.89783 -0.16 -0.04 0.07 0.91
O -1.76094 0.04418 -4.88377 0.03 0.07 -0.01 -0.47
O -2.01301 1.31735 -3.15518 -1.31 -0.41 -0.71 -0.49
H -3.78910 -1.07633 -4.28671 0.07 0.04 -0.02 0.32
H -3.48128 -0.73389 -2.55766 -0.03 0.10 0.03 0.23
H -4.41405 0.43007 -3.55213 0.04 0.03 0.10 0.30
C -0.74219 5.63329 -7.73984 -0.14 -0.11 -0.15 -1.03
C -0.19030 5.91281 -6.55407 0.12 0.34 -0.41 0.34
C -0.34358 4.99528 -5.37718 -0.17 -0.58 0.19 0.95
O 0.19674 5.29922 -4.33058 0.04 0.37 -0.09 -0.65
C -1.13953 3.78824 -5.54890 0.03 0.10 0.28 -0.45
C -1.69338 3.51059 -6.73286 -0.05 -0.32 0.39 0.31
C -1.51938 4.41236 -7.91472 0.23 0.38 -0.17 0.89
O -2.03397 4.09914 -8.97365 -0.15 -0.21 0.10 -0.64
O -2.43428 2.41448 -6.93476 0.02 0.34 -0.28 -0.54
O 0.52774 7.01833 -6.34380 -0.10 -0.26 0.29 -0.59
H -0.63712 6.28568 -8.59525 0.03 0.00 0.01 0.41
H -1.25572 3.14051 -4.68954 0.10 -0.07 -0.04 0.25
H -2.70829 2.45222 -7.86933 0.02 -0.05 -0.03 0.35
H 0.81010 6.97146 -5.41063 0.06 -0.01 0.02 0.36
O -0.11068 -1.09559 2.88539 -0.08 0.27 0.32 -0.49
H -0.60844 -1.92201 2.92765 0.13 -0.14 0.13 0.09
Br -3.25772 -4.51080 -1.24166 0.01 -0.04 0.02 -0.13
C -3.60239 -5.31958 0.49397 -0.08 0.01 -0.22 -0.54
C -4.26334 -4.35250 1.44046 0.08 -0.03 0.34 -0.64
Br -2.99548 -3.06501 2.17868 -0.59 -0.18 0.16 -0.01
H -2.65194 -5.69287 0.86370 -0.01 0.06 0.04 0.32
H -4.26433 -6.15782 0.28631 -0.02 0.02 0.06 0.36
H -4.65912 -4.88122 2.30544 0.00 -0.05 -0.05 0.35
H -5.05831 -3.77899 0.97433 0.04 -0.03 -0.06 0.37
Br 1.74408 1.28330 -4.66544 0.53 0.00 -0.19 -0.76
C 2.99197 -5.31322 3.41771 0.82 0.25 0.27 -1.01
C 1.68644 -5.82620 2.71487 0.29 -0.98 0.24 -0.20
O 0.88635 -4.78697 2.56618 -0.37 0.19 -0.17 -0.41
H 2.77343 -4.89232 4.39744 -0.24 0.00 -0.09 0.30
H 3.67718 -6.15377 3.55342 -0.18 -0.13 -0.10 0.37
H 3.49500 -4.55987 2.81456 -0.21 0.02 -0.10 0.29
H 1.32386 -6.66537 3.34094 -0.37 0.41 0.31 0.29
H 2.03529 -6.33743 1.79618 0.06 0.65 -0.38 0.25
C 3.08750 1.97833 5.08820 -0.19 -0.03 0.56 -0.94
C 3.36805 1.01639 3.91660 0.57 0.39 0.53 -0.16
O 2.78345 1.46939 2.79256 -0.17 -0.17 -0.06 -0.66
H 2.01593 2.06228 5.28536 0.00 0.00 -0.11 0.10
H 3.56382 1.61042 6.00465 0.00 -0.04 -0.10 0.37
H 3.48487 2.97509 4.88892 -0.02 -0.08 -0.18 0.29
H 3.04483 0.01426 4.27122 -0.59 -0.15 -0.27 0.24
H 4.47240 0.90037 3.88326 -0.12 0.11 -0.51 0.27
F 6.12335 -2.50320 -1.25090 0.03 -0.02 0.04 -0.31
C 5.85961 -2.17037 -2.53226 -0.11 0.11 -0.32 0.37
C 4.91594 -1.19643 -2.79712 -0.06 0.05 0.13 -0.57
C 4.64878 -0.85055 -4.11505 0.08 0.01 -0.08 -0.04
C 5.32388 -1.49122 -5.14727 0.03 -0.04 -0.02 -0.61
C 6.26588 -2.47137 -4.86378 -0.12 0.13 0.04 -0.26
C 6.54168 -2.81224 -3.54642 0.18 -0.19 0.06 -0.49
H 4.39877 -0.71463 -1.97713 0.05 0.03 0.02 0.57
H 3.91413 -0.08113 -4.33804 0.07 -0.14 0.08 0.18
H 5.11249 -1.22378 -6.17466 -0.01 0.01 0.02 0.41
H 6.78773 -2.97245 -5.66929 0.02 0.00 0.03 0.35
H 7.27847 -3.56738 -3.30428 -0.02 0.00 0.03 0.41
C -4.56050 2.10653 5.69286 -0.15 0.12 -0.30 -1.47
C -3.34358 1.38092 5.13449 -0.49 0.03 0.50 0.20
C -2.30465 0.99590 6.18909 0.69 -0.08 -0.49 -0.67
O -1.57947 2.13803 6.60797 -0.31 -0.13 0.28 -0.35
C -2.08869 2.79726 7.76954 0.13 0.26 -0.13 -0.69
N -2.64303 2.29641 4.17427 0.39 -0.12 -0.08 -0.10
H -4.33214 3.13027 5.99256 0.08 -0.05 0.10 0.38
H -5.34978 2.16169 4.93997 -0.01 -0.01 0.04 0.43
H -4.96130 1.57757 6.55516 0.04 -0.03 -0.02 0.36
H -3.66457 0.50252 4.57465 0.15 -0.04 -0.01 0.37
H -1.57410 0.32608 5.72504 0.02 0.01 0.01 0.38
H -2.75027 0.45446 7.02484 -0.20 0.12 -0.02 0.43
H -2.64305 2.11707 8.41777 0.01 -0.06 -0.05 0.32
H -2.73012 3.63113 7.47581 -0.09 -0.02 0.13 0.27
H -1.24260 3.20198 8.32081 0.04 -0.06 -0.03 0.24
H -3.27575 2.77824 3.53640 0.01 -0.08 -0.04 0.38
H -1.93959 1.79191 3.61891 0.03 -0.01 -0.13 0.02
H -2.12039 2.99220 4.72303 0.01 -0.08 0.05 0.42
```
Positions in Å, forces in eV/Å.

Summary:
HOMO level = -7.20 eV
HOMO-LUMO gap = 0.089 Ha
charge = 0